Entry from the Open Molecules 2025 dataset: a cluster of 4 separate species, C22H29N4O4PS in total at a distorted geometry (ωB97M-V/def2-TZVPD).

```
61
Properties=species:S:1:pos:R:3
N 4.703 0.944 -3.543
P 3.430 0.536 -4.343
O 3.901 -0.049 -5.775
O 2.686 -0.608 -3.476
C 2.262 1.926 -4.534
C 2.661 3.239 -4.353
C 1.788 4.286 -4.486
C 0.457 4.073 -4.785
C 0.048 2.777 -4.949
C 0.933 1.716 -4.846
C 0.358 0.337 -5.096
O 0.960 -0.525 -5.693
C -1.048 0.156 -4.568
S -1.533 -1.393 -3.823
C -1.897 1.170 -4.658
C -1.410 2.472 -5.252
O -2.114 3.202 -5.911
H 4.680 1.920 -3.278
H 4.637 -0.638 -5.544
H 2.231 -1.253 -4.040
H 3.694 3.455 -4.100
H 2.173 5.293 -4.362
H -0.244 4.893 -4.892
H -1.491 -1.088 -2.490
H -2.904 1.061 -4.266
C -2.735 -1.990 2.332
C -1.886 -2.826 1.381
C -0.882 -1.984 0.587
C -1.578 -0.986 -0.238
N -2.124 -0.206 -0.889
H -3.349 -1.266 1.793
H -3.410 -2.627 2.898
H -2.110 -1.452 3.038
H -2.542 -3.364 0.691
H -1.340 -3.577 1.955
H -0.286 -2.620 -0.070
H -0.201 -1.464 1.263
C 2.737 -4.692 3.855
C 2.777 -3.274 3.295
C 2.194 -2.236 4.259
C 0.782 -2.536 4.547
N -0.322 -2.778 4.772
H 1.712 -5.023 4.032
H 3.187 -5.392 3.151
H 3.286 -4.758 4.796
H 2.229 -3.248 2.351
H 3.812 -3.007 3.073
H 2.257 -1.238 3.823
H 2.750 -2.229 5.198
C -1.695 2.574 3.572
C -3.082 2.958 4.076
C -3.582 2.043 5.198
C -3.671 0.654 4.725
N -3.741 -0.430 4.341
H -1.690 1.573 3.137
H -1.366 3.267 2.797
H -0.962 2.601 4.382
H -3.784 2.932 3.241
H -3.058 3.986 4.443
H -4.568 2.362 5.535
H -2.905 2.080 6.053
```

E_tot: -57558.47130 eV
SMILES string: N=P(O)(O)c1cccc2c1C(=O)C(S)=CC2=O.CCCC#N.CCCC#N.CCCC#N
LUMO: -1.03 eV
Highest occupied orbital energy: -8.78 eV

=====

Entry from the Open Molecules 2025 dataset: a structure of composition C38H45N4O4RhS5SbTe (ωB97M-V/def2-TZVPD).

```
99
Properties=species:S:1:pos:R:3
Rh 0.187 0.732 0.780
S -2.108 -1.568 1.436
C -0.984 -0.512 1.079
C 2.363 -4.189 -2.541
C 1.694 -4.977 -1.413
C 1.178 -6.315 -1.927
Sb 0.322 -3.591 -0.396
C -1.600 -4.140 -1.278
C -1.600 -3.833 -2.773
C -2.133 -5.535 -0.977
C 0.088 -4.632 1.510
C 0.457 -6.111 1.515
C 0.870 -3.862 2.572
H 3.162 -4.775 -3.011
H 2.793 -3.250 -2.187
H 1.642 -3.933 -3.324
H 2.449 -5.169 -0.641
H 0.413 -6.175 -2.694
H 0.748 -6.931 -1.136
H 1.994 -6.887 -2.389
H -2.254 -3.412 -0.790
H -0.883 -4.452 -3.320
H -1.355 -2.786 -2.963
H -2.590 -4.022 -3.206
H -1.517 -6.316 -1.427
H -3.148 -5.648 -1.380
H -2.186 -5.725 0.096
H -0.979 -4.524 1.725
H 1.499 -6.265 1.222
H -0.168 -6.698 0.840
H 0.342 -6.528 2.523
H 1.944 -3.866 2.361
H 0.727 -4.310 3.562
H 0.552 -2.818 2.627
Te 2.514 -0.613 1.046
C 3.388 -0.682 2.942
C 4.598 -1.232 3.284
C 4.879 -1.142 4.671
C 3.873 -0.526 5.360
S 2.597 -0.056 4.328
H 5.259 -1.678 2.553
H 5.783 -1.513 5.135
H 3.830 -0.321 6.419
S -3.852 5.702 1.131
C -3.071 4.388 1.820
S -1.377 4.336 2.165
C -1.494 2.667 2.722
N -2.717 2.234 2.698
N -3.577 3.191 2.179
C -4.893 2.718 1.914
C -5.027 1.437 1.394
C -6.294 0.940 1.134
C -7.419 1.712 1.392
C -7.272 2.987 1.919
C -6.009 3.496 2.187
S -0.097 1.817 3.228
H -4.141 0.844 1.208
H -6.396 -0.057 0.723
H -8.408 1.320 1.183
H -8.144 3.594 2.127
H -5.881 4.489 2.589
O 3.381 2.030 1.027
C 2.479 2.810 0.674
O 1.290 2.550 0.361
C 2.842 4.288 0.587
C 4.138 4.698 0.881
C 4.487 6.034 0.803
C 3.514 6.948 0.430
C 2.213 6.568 0.138
C 1.884 5.225 0.218
N 3.878 8.367 0.339
O 5.023 8.687 0.613
O 3.023 9.162 -0.003
H 4.856 3.943 1.170
H 5.487 6.377 1.024
H 1.484 7.314 -0.141
H 0.882 4.879 0.003
C 1.347 0.763 -4.588
N 1.673 0.342 -3.244
C 2.234 1.444 -2.482
C 0.568 -0.328 -2.540
C -0.662 0.511 -2.243
C -1.562 0.728 -3.292
C -2.677 1.538 -3.147
C -2.903 2.145 -1.920
C -2.037 1.896 -0.864
C -0.906 1.071 -0.972
H 2.263 1.089 -5.090
H 0.626 1.595 -4.629
H 0.929 -0.076 -5.150
H 3.114 1.828 -3.006
H 2.544 1.098 -1.498
H 1.523 2.270 -2.331
H 0.963 -0.703 -1.596
H 0.292 -1.193 -3.155
H -1.384 0.239 -4.246
H -3.360 1.687 -3.977
H -3.760 2.794 -1.770
H -2.257 2.352 0.093
```

2S+1: 2
E_tot: -125299.70594 eV
Energy relative to the best compared isomer or geometry (same formula, charge and spin): 0.622 eV
LUMO (alpha / beta): 3.36 / 3.36 eV
Highest occupied orbital energy (alpha / beta): -1.73 / -1.67 eV
Charge: -2

=====

Entry from the Open Molecules 2025 dataset: a structure of composition C14H23I2O4P2Tc at a distorted geometry (ωB97M-V/def2-TZVPD).

```
46
Properties=species:S:1:pos:R:3
I 3.558 3.426 2.212
I 3.794 1.288 -0.148
Tc 1.350 0.429 -0.014
P 1.909 -0.650 1.988
C 2.630 -2.276 1.536
C 2.995 0.030 3.287
H 3.008 -0.633 4.164
H 0.748 -1.568 3.927
H 2.612 1.018 3.576
H -0.167 -0.232 3.137
H 3.569 -2.127 0.986
H 4.015 0.172 2.917
C 0.437 -1.131 2.967
H 2.817 -2.874 2.439
H -0.160 -1.856 2.400
H 1.920 -2.806 0.885
P 0.881 2.309 -1.306
C 1.215 1.879 -3.058
C -0.886 2.766 -1.303
H 1.519 4.268 -0.044
H 1.291 4.641 -1.792
H 2.782 3.841 -1.209
C 1.699 3.921 -1.069
H -1.206 2.872 -0.259
H -1.026 3.712 -1.845
H 0.933 2.719 -3.707
H 0.625 0.994 -3.332
H -1.477 1.971 -1.774
H 2.278 1.646 -3.199
C 2.087 -0.719 -1.344
O 2.470 -1.440 -2.182
O -1.437 -2.465 -1.947
C -2.596 -2.228 -1.302
C -3.735 -2.989 -1.652
C -4.949 -2.751 -1.009
C -5.047 -1.761 -0.023
C -3.928 -0.998 0.337
C -2.692 -1.220 -0.275
C -1.541 -0.356 0.156
O -1.670 0.535 0.999
O -0.372 -0.625 -0.440
H -0.758 -1.845 -1.542
H -3.662 -3.752 -2.430
H -5.831 -3.340 -1.277
H -6.002 -1.580 0.471
H -3.999 -0.216 1.098
```

2S+1: 4
E_tot: -60030.16096 eV
LUMO (alpha / beta): -12.25 / -12.93 eV
Highest occupied orbital energy (alpha / beta): -18.54 / -18.94 eV
Charge: +3

=====

Entry from the Open Molecules 2025 dataset: a structure of composition C2H2AlLiO at a distorted geometry (ωB97M-V/def2-TZVPD).

```
7
Properties=species:S:1:pos:R:3
H -1.007 2.483 -0.675
O -0.528 -1.481 0.209
C 0.508 -0.877 0.879
C 0.383 0.264 1.588
Al -1.236 0.732 -0.318
Li 0.436 0.346 -2.527
H 1.443 -1.466 0.844
```

2S+1: 2
E_tot: -10941.89393 eV
LUMO (alpha / beta): -6.41 / -6.49 eV
Highest occupied orbital energy (alpha / beta): -12.69 / -13.31 eV
Charge: +1

=====

Number 1: M 476.54 g/mol. Number 2: M 1134.40 g/mol. Number 3: M 669.09 g/mol. Number 4: M 75.96 g/mol.